DFT (wB97M-V/def2-TZVPD) results for a structure of composition C24H40Cl2N4O5Re at a distorted geometry.

CARTESIAN COORDINATES (ANGSTROEM)
1 Re 0.26080 0.42208 0.30658
2 C -0.70086 1.13009 -2.54798
3 O 0.23056 0.29416 -1.75124
4 C 1.58190 0.22077 -2.40294
5 C 2.52533 -0.36065 -1.39205
6 O 2.24787 0.41223 -0.16890
7 C 3.14462 0.19025 0.99416
8 C 2.52188 0.89171 2.17246
9 O 1.09177 0.49106 2.16161
10 C 0.30166 1.03203 3.30391
11 H -0.68345 0.71050 -3.53581
12 H -0.38022 2.15675 -2.43538
13 H -1.64591 0.98011 -2.07659
14 H 1.72800 1.27846 -2.62809
15 H 1.47036 -0.34097 -3.35345
16 H 3.55305 -0.18284 -1.71288
17 H 2.32829 -1.42318 -1.22807
18 H 4.12002 0.64677 0.79334
19 H 3.23844 -0.88107 1.13937
20 H 2.57274 1.97129 2.01480
21 H 2.89939 0.62874 3.14083
22 H -0.33517 1.82032 2.91153
23 H 0.95370 1.46428 4.05383
24 H -0.25308 0.16995 3.68985
25 C 2.49702 3.91254 -0.26335
26 N 1.19481 4.44188 0.09887
27 C 1.08027 5.93550 0.24585
28 C -0.21763 6.39100 -0.34966
29 C -1.35740 5.69936 0.30958
30 N -1.14331 4.24147 0.18121
31 C -2.28985 3.39046 0.42620
32 C 0.08293 3.72154 0.07964
33 O 0.18852 2.39455 0.08653
34 H 2.77591 4.20598 -1.28651
35 H 2.49339 2.84597 -0.17607
36 H 3.23813 4.38723 0.39841
37 H 1.89764 6.39428 -0.34238
38 H 1.25004 6.23547 1.26152
39 H -0.23544 6.13695 -1.42005
40 H -0.32363 7.46976 -0.26222
41 H -2.30069 5.92184 -0.19589
42 H -1.51327 5.95854 1.38000
43 H -2.51820 3.31444 1.47824
44 H -2.07961 2.41957 0.03562
45 H -3.14894 3.80536 -0.05632
46 Cl -5.22432 -0.44246 -2.18113
47 C -5.83071 0.28565 -0.88437
48 Cl -2.06235 0.20270 0.68436
49 H -5.85252 -0.27578 0.05790
50 H -6.14842 1.32327 -0.91541
51 C -0.56662 -6.05600 0.89988
52 N -0.48905 -4.62553 1.19594
53 N -0.07664 -3.69952 0.28086
54 C 0.15612 -2.53572 0.99450
55 O 0.51445 -1.48823 0.27663
56 C 0.02725 -2.78310 2.37254
57 C -0.40374 -4.10722 2.44033
58 C -0.62064 -4.94594 3.65989
59 C -0.13080 -3.90167 -1.10653
60 C 1.01954 -3.75646 -1.90691
61 C 0.92590 -3.94834 -3.26114
62 C -0.24422 -4.45244 -3.81758
63 C -1.35444 -4.73839 -3.04457
64 C -1.30261 -4.43027 -1.67219
65 H -1.58852 -6.32474 0.93475
66 H -0.08409 -6.60587 1.71918
67 H -0.14991 -6.26620 -0.08670
68 H 0.28812 -2.11224 3.19030
69 H -0.76023 -4.28835 4.51285
70 H 0.16947 -5.65610 3.80940
71 H -1.53577 -5.51710 3.59454
72 H 1.92733 -3.50604 -1.41364
73 H 1.76374 -3.87649 -3.94624
74 H -0.31309 -4.67576 -4.89703
75 H -2.23108 -5.14170 -3.51424
76 H -2.16453 -4.60044 -1.05428

The value obtained for the HOMO energy (spin up / spin down) is -18.561 / -18.584 eV. The max |F| comes out at 2.548 eV/A. Its energy above the lowest of the compared OMol25 structures with the same formula, charge and spin is 0.0 kJ/mol. Its spin multiplicity is 4. For the total energy, the calculation gives -2530.8788 Eh. As for the charge: +4. The calculation puts the HOMO-LUMO gap (spin up / spin down) at 4.573 / 4.597 eV.

Mulliken atomic charge list, values in e, 5 entries:
1 Re 1.51
2 C -0.76
3 O -0.42
4 C -0.50
5 C -0.46